C33H40BCl2FIN9O2SiZr | wB97M-V/def2-TZVPD

Values from the calculation:
2S+1: 2
LUMO level (alpha / beta), eV: -3.2610 / -5.1237
Largest force on an atom, eV/Å: 2.4
Total charge: +1
Electronic energy, a.u.: -3604.2340

Element x y z (Å)
Zr (0.331, -0.414, -0.177)
C (3.205, 0.427, -2.349)
C (2.407, -0.798, -2.595)
C (2.815, -1.795, -3.454)
C (1.846, -2.750, -3.403)
N (0.867, -2.332, -2.578)
N (1.222, -1.126, -2.087)
B (-0.459, -2.994, -2.046)
N (-1.551, -1.911, -2.251)
C (-2.669, -1.973, -3.004)
C (-3.423, -0.870, -2.740)
C (-2.769, -0.151, -1.740)
C (-3.248, 1.175, -1.319)
N (-1.593, -0.781, -1.456)
N (-0.287, -3.321, -0.548)
C (-0.119, -4.580, -0.054)
C (-0.082, -4.533, 1.301)
C (-0.241, -3.202, 1.634)
C (-0.178, -2.633, 3.015)
N (-0.320, -2.459, 0.507)
N (-0.785, -4.247, -2.778)
C (-1.973, -4.873, -2.595)
C (-1.877, -6.113, -3.162)
C (-0.553, -6.171, -3.624)
C (0.167, -7.322, -4.325)
N (0.098, -5.069, -3.368)
H (4.209, 0.277, -2.757)
H (2.766, 1.209, -2.974)
H (3.272, 0.703, -1.309)
H (3.752, -1.834, -4.010)
H (1.742, -3.753, -3.801)
H (-2.813, -2.726, -3.772)
H (-4.397, -0.631, -3.110)
H (-3.514, 1.705, -2.195)
H (-4.211, 1.159, -0.767)
H (-2.545, 1.751, -0.735)
H (-0.009, -5.431, -0.693)
H (-0.027, -5.371, 1.966)
H (-0.321, -3.413, 3.788)
H (0.803, -2.183, 3.136)
H (-1.005, -1.944, 3.210)
H (-2.820, -4.445, -2.080)
H (-2.567, -6.910, -3.218)
H (-0.521, -7.901, -4.919)
H (0.935, -7.002, -4.948)
H (0.604, -8.040, -3.630)
C (2.676, 0.484, 3.421)
Si (2.804, 1.744, 2.107)
C (2.431, 3.231, 3.136)
C (4.536, 1.900, 1.475)
N (1.798, 1.621, 0.604)
C (1.671, 2.744, -0.144)
C (2.340, 3.980, 0.119)
C (2.116, 5.073, -0.681)
C (1.385, 4.966, -1.844)
C (0.745, 3.799, -2.131)
C (0.897, 2.741, -1.319)
F (0.389, 1.530, -1.762)
H (2.961, 0.996, 4.344)
H (3.263, -0.441, 3.293)
H (1.653, 0.139, 3.687)
H (1.519, 3.771, 2.774)
H (3.304, 3.859, 3.144)
H (2.183, 2.809, 4.079)
H (4.595, 2.864, 0.969)
H (4.767, 1.082, 0.779)
H (5.245, 1.849, 2.309)
H (2.882, 4.095, 1.034)
H (2.610, 5.998, -0.401)
H (1.222, 5.834, -2.505)
H (0.126, 3.746, -2.993)
O (-0.986, 1.207, 0.411)
C (-0.897, 1.060, 1.658)
O (-0.270, 0.038, 2.065)
C (-1.229, 2.195, 2.563)
C (-1.064, 2.148, 3.936)
C (-1.174, 3.315, 4.701)
C (-1.464, 4.548, 4.124)
C (-1.716, 4.568, 2.750)
C (-1.601, 3.431, 1.990)
H (-0.829, 1.236, 4.475)
H (-1.014, 3.262, 5.783)
H (-1.626, 5.445, 4.707)
H (-1.923, 5.500, 2.278)
H (-1.662, 3.509, 0.894)
Cl (-7.300, 2.666, 1.439)
C (-5.888, 2.992, 2.441)
Cl (-4.965, 4.330, 1.808)
H (-5.315, 2.076, 2.622)
H (-6.292, 3.372, 3.369)
I (2.933, -1.716, 0.508)

---

C4H3ClO2 | wB97M-V/def2-TZVPD

Values from the calculation:
LUMO level, eV: -1.2729
SMILES: O=CC(C=O)=CCl
Largest force on an atom, eV/Å: 7.7
Electronic energy, a.u.: -764.7574

Element x y z (Å)
C (0.866, -0.603, 0.142)
C (-0.295, 0.027, -0.102)
C (-1.183, -1.186, -0.100)
C (-0.717, 1.401, -0.069)
H (1.081, -1.759, 0.331)
H (-0.384, -2.069, 0.120)
H (0.094, 2.229, -0.197)
O (-2.363, -1.212, -0.023)
O (-2.044, 1.509, 0.122)
Cl (2.496, 0.082, -0.016)

---

C20H27B2NO18Ti | wB97M-V/def2-TZVPD

Values from the calculation:
2S+1: 4
LUMO level (alpha / beta), eV: 1.4209 / 1.3917
Largest force on an atom, eV/Å: 1.3
Total charge: -1
Electronic energy, a.u.: -3087.0585

Element x y z (Å)
Ti (4.805, 22.964, 25.798)
O (-3.820, 23.387, 26.790)
C (-2.702, 23.274, 26.388)
O (-1.598, 23.287, 27.127)
B (-0.449, 22.982, 26.288)
O (-0.951, 22.876, 24.912)
C (-2.255, 23.094, 24.918)
O (-2.982, 23.176, 23.973)
O (0.226, 21.710, 26.707)
C (1.501, 21.932, 26.925)
O (2.324, 21.156, 27.308)
C (1.767, 23.427, 26.647)
O (0.614, 24.005, 26.437)
O (2.834, 23.997, 26.712)
O (3.642, 21.243, 21.637)
C (3.538, 20.281, 22.336)
O (3.334, 19.038, 21.931)
B (3.296, 18.117, 23.073)
O (3.501, 19.014, 24.265)
C (3.612, 20.251, 23.878)
O (3.865, 21.203, 24.580)
O (4.344, 17.093, 23.021)
C (3.787, 15.885, 22.989)
O (4.368, 14.847, 22.921)
C (2.252, 16.083, 23.073)
O (2.034, 17.386, 23.219)
O (1.435, 15.218, 23.060)
C (5.353, 26.378, 25.265)
C (4.656, 25.931, 23.986)
C (5.408, 26.361, 22.748)
O (4.533, 24.483, 24.014)
H (4.863, 25.966, 26.145)
H (5.304, 27.468, 25.297)
H (6.394, 26.054, 25.212)
H (3.627, 26.300, 23.972)
H (6.229, 25.645, 22.582)
H (5.985, 27.284, 22.850)
H (4.808, 26.380, 21.841)
H (3.728, 24.309, 23.510)
C (9.118, 21.999, 26.264)
C (7.679, 21.586, 25.921)
C (7.558, 20.058, 25.748)
C (7.609, 19.264, 27.033)
C (6.522, 19.771, 27.980)
C (6.587, 21.278, 28.226)
N (6.678, 21.974, 26.924)
O (6.624, 23.388, 27.099)
C (5.288, 21.703, 28.924)
C (7.755, 21.606, 29.166)
C (7.350, 22.198, 24.545)
H (9.783, 21.907, 25.406)
H (9.559, 21.499, 27.122)
H (9.127, 23.076, 26.490)
H (6.603, 19.897, 25.230)
H (8.304, 19.749, 25.010)
H (8.592, 19.336, 27.505)
H (7.406, 18.219, 26.792)
H (6.620, 19.248, 28.932)
H (5.542, 19.554, 27.548)
H (5.319, 22.777, 29.109)
H (4.412, 21.485, 28.310)
H (5.211, 21.137, 29.851)
H (8.073, 22.654, 29.123)
H (7.485, 21.432, 30.209)
H (8.655, 21.011, 28.999)
H (6.287, 22.131, 24.260)
H (7.956, 21.671, 23.812)
H (7.591, 23.264, 24.536)
H (7.369, 23.666, 27.653)

---

CH2N5O2 | wB97M-V/def2-TZVPD

Values from the calculation:
LUMO level (alpha / beta), eV: 3.1127 / 2.4059
Largest force on an atom, eV/Å: 4.6
Total charge: -1
Electronic energy, a.u.: -463.3639

Element x y z (Å)
C (-1.867, 1.466, 0.398)
N (-1.685, 2.387, 1.116)
N (-2.315, -0.521, -0.607)
N (1.259, 0.736, -1.446)
N (-2.110, 0.749, -0.639)
N (-2.908, -1.112, -1.649)
O (-3.818, -0.440, -2.234)
O (-2.736, -2.290, -1.777)
H (1.417, 1.783, -1.222)
H (0.808, 0.047, -0.726)

---

Energy relative to the best compared isomer or geometry (same formula, charge and spin) for every record listed, in sequence, given in kcal per mole: 0.0 76.3 0.0 53.2.